1.
90
Properties=species:S:1:pos:R:3:forces:R:3 method="wB97M-V/def2-TZVPD" molar_mass_g_mol=758.0 homo_ev=-7.3213 total_energy_ha=-5156.15621 gap_ev=7.37
C -6.075079 4.526091 -2.739124 0.085 0.266 -0.113
C -4.666976 4.591420 -2.750703 -0.207 0.257 -0.141
C -4.064804 5.685753 -3.404426 -0.290 0.016 -0.007
C -4.884548 6.654205 -3.998295 0.253 -0.865 0.506
N -6.210926 6.570033 -3.965898 -0.443 0.576 -0.347
C -6.805847 5.546378 -3.361606 0.828 -0.540 0.333
C -3.870651 3.568469 -2.116835 0.726 -1.053 0.608
C -3.211759 2.683711 -1.590864 -1.096 1.494 -1.050
C -2.397669 1.646438 -1.046070 0.104 -0.287 0.322
C -2.706642 1.093990 0.207629 0.254 -0.342 0.158
C -1.878529 0.105260 0.762420 -0.361 1.026 -0.979
C -0.747299 -0.273102 0.046529 1.100 -1.309 1.525
C -0.437601 0.220393 -1.223914 -0.704 0.373 0.482
C -1.281472 1.189040 -1.765439 0.282 0.001 -0.186
Pd 0.588621 -1.620798 0.884836 -0.937 -1.166 -0.961
P 1.153190 -0.275903 2.620858 0.270 0.408 -0.481
H -2.980744 5.783783 -3.448861 -0.277 -0.092 0.063
H -6.592494 3.699965 -2.253076 0.208 0.182 -0.103
H -4.436994 7.512201 -4.506845 -0.241 -0.230 0.131
H -7.898582 5.515278 -3.358442 0.336 0.108 -0.067
H -1.070436 1.622963 -2.747699 -0.111 -0.145 0.331
H -3.576861 1.451974 0.752061 0.068 -0.016 -0.145
H 0.439974 -0.144822 -1.753865 -0.153 0.166 0.003
H -2.105275 -0.333328 1.732549 0.016 0.138 -0.207
C 2.584170 -0.927299 3.552069 0.094 0.108 0.130
C 3.413682 0.092254 4.343090 0.221 -0.144 0.208
H 3.201126 -1.468312 2.817752 -0.135 0.156 0.225
H 2.179686 -1.698911 4.227022 0.089 0.146 -0.206
H 4.179026 -0.459120 4.904472 -0.051 0.228 -0.088
H 3.933934 0.808311 3.692717 -0.163 -0.208 0.135
H 2.817898 0.656434 5.073324 0.214 -0.180 -0.309
C 1.588952 1.389815 1.976042 0.224 0.118 -0.089
C 0.902615 2.610201 2.584510 0.134 0.371 -0.014
H 1.354693 1.330067 0.901507 0.107 0.132 0.369
H 2.681147 1.486721 2.056400 -0.257 0.046 -0.063
H 1.251189 3.501791 2.044888 -0.156 -0.135 0.155
H -0.190442 2.578542 2.484029 0.277 -0.064 0.022
H 1.159249 2.755752 3.642318 -0.100 -0.068 -0.278
C -0.164225 -0.023651 3.869215 -0.137 -0.145 -0.054
C 0.260774 0.460251 5.258396 -0.319 0.134 0.254
H -0.669048 -0.999209 3.951834 0.042 0.264 0.036
H -0.891151 0.674334 3.430036 0.171 -0.235 0.080
H -0.647524 0.633951 5.851347 0.221 -0.064 -0.035
H 0.861626 -0.284916 5.793081 -0.085 0.173 -0.168
H 0.808626 1.411391 5.238026 -0.143 -0.336 -0.052
Br 2.117223 -3.597361 0.799877 1.246 -0.197 0.759
P 4.527408 1.085280 -2.201105 0.237 0.035 -0.053
C 4.369702 1.607397 -0.440403 -0.025 0.031 -0.059
C 5.758302 1.801595 0.171742 -0.002 0.159 0.371
H 3.799389 0.833736 0.097563 0.053 0.347 -0.039
H 3.794713 2.546511 -0.422951 0.158 -0.219 0.089
H 5.685602 2.393877 1.092018 0.123 -0.142 -0.049
H 6.224304 0.841521 0.428589 -0.066 0.183 -0.125
H 6.428964 2.331979 -0.517802 -0.191 -0.135 0.169
C 4.136917 -0.709711 -2.048331 -0.001 0.083 -0.112
C 4.777263 -1.474281 -3.210170 -0.124 -0.382 0.056
H 3.042178 -0.831059 -2.041428 0.272 -0.182 0.158
H 4.531612 -1.064533 -1.083315 -0.139 0.081 -0.274
H 4.804060 -2.545898 -2.984378 -0.023 0.099 -0.147
H 4.200420 -1.342822 -4.133552 0.164 0.022 0.104
H 5.805915 -1.138878 -3.396873 -0.256 -0.056 0.073
C 2.976411 1.777111 -2.922908 0.034 -0.059 0.009
C 3.266457 3.113505 -3.616438 -0.294 0.072 -0.177
H 2.229583 1.899260 -2.123435 0.000 -0.101 -0.296
H 2.598267 1.040286 -3.648109 0.042 0.197 0.159
H 2.444527 3.369290 -4.296077 0.135 0.089 0.127
H 3.364659 3.932869 -2.893529 0.061 -0.171 -0.113
H 4.190397 3.066581 -4.208230 -0.223 -0.018 0.164
C -2.597592 -5.932632 1.177060 -0.192 0.755 -0.553
N -2.928070 -4.547403 1.583742 -0.640 -0.375 0.148
C -3.767884 -3.879021 0.554595 0.707 -0.746 -0.260
N -3.166063 -3.933859 -0.797998 -0.856 -0.583 -0.246
C -2.894013 -5.346244 -1.146348 0.188 0.540 0.750
N -1.986553 -5.996717 -0.167800 -0.224 0.259 -0.013
C -0.657039 -5.364237 -0.194407 0.240 0.180 0.325
P -0.709331 -3.562586 0.365329 -0.855 1.226 -1.064
C -1.752504 -3.766672 1.901651 0.383 -0.076 -0.647
C -1.977427 -3.103536 -0.922431 -0.082 -0.365 0.749
H -3.547100 -6.488246 1.156493 0.355 0.006 -0.035
H -1.909600 -6.382745 1.906179 -0.231 0.154 -0.140
H -3.916282 -2.829625 0.850543 -0.048 -0.334 -0.122
H -4.727725 -4.422442 0.516735 0.293 0.346 0.014
H -2.421330 -5.394561 -2.139202 -0.254 0.020 0.274
H -3.862503 -5.870731 -1.148146 0.405 0.000 -0.041
H 0.036929 -5.904707 0.457276 -0.075 -0.033 -0.201
H -0.277028 -5.374686 -1.226991 0.046 -0.053 0.347
H -2.051998 -2.775225 2.266131 0.177 -0.190 0.029
H -1.130667 -4.279597 2.652583 -0.239 0.242 -0.076
H -1.491352 -3.282245 -1.896319 -0.237 0.230 0.213
H -2.235745 -2.046329 -0.816425 -0.001 -0.197 -0.183

2.
41
Properties=species:S:1:pos:R:3:forces:R:3 method="wB97M-V/def2-TZVPD" molar_mass_g_mol=311.3 homo_ev=-12.0563 total_charge=+1 total_energy_ha=-1105.03739 gap_ev=6.32
C 0.123078 4.374586 -0.492582 -11.148 -0.192 1.769
C -1.300534 4.405973 -0.384797 9.167 -0.615 0.177
N -2.818684 4.390574 -0.075018 2.272 3.198 -0.124
C -3.341518 5.740263 0.311922 -4.484 -1.920 0.571
C -4.964470 5.799895 0.714625 3.636 -4.611 -1.747
C -5.658670 4.319367 0.601292 0.582 1.838 0.672
C -7.267697 4.119605 0.956325 -0.549 1.271 -1.305
C -8.371914 4.944029 0.392898 1.998 -1.530 1.011
C -4.820824 3.015843 0.102599 1.866 4.313 0.726
N -3.381401 3.167923 -0.212419 -4.968 0.775 1.414
H 1.256587 4.189497 -0.265679 -2.634 0.536 -0.773
H -2.653863 6.715165 0.335527 -1.313 -2.795 -0.161
H -5.480543 6.791417 1.064503 1.101 -2.268 -0.794
H -7.541715 3.230669 1.669343 0.660 0.983 -2.491
H -9.246684 4.348868 -0.160043 1.451 1.441 2.354
H -8.442993 6.125470 0.487830 0.780 -2.628 -1.261
H -5.367745 1.978860 0.036404 1.617 2.227 -0.011
C 0.456844 0.860589 -0.724483 -0.437 -0.067 -0.149
O 1.848268 0.850263 -0.411556 0.355 -0.522 0.481
C 2.248447 -0.221338 0.318430 0.054 -0.592 0.349
O 1.533573 -1.132133 0.706316 0.975 1.390 -0.640
O 3.581583 -0.103963 0.542182 -1.273 0.194 -0.397
C 4.144820 -1.169678 1.304611 0.340 -0.494 0.386
H 0.248629 1.760708 -1.309455 0.320 -0.158 0.106
H 0.190779 -0.012235 -1.329431 0.009 0.085 0.257
H -0.144277 0.897471 0.189776 0.091 -0.180 -0.144
H 4.026087 -2.123723 0.780832 -0.057 0.285 0.291
H 3.691117 -1.213924 2.299974 -0.036 -0.085 -0.250
H 5.213925 -0.972763 1.422475 -0.279 0.210 -0.196
C 3.181826 -4.239313 -0.580159 -0.420 0.168 0.062
O 4.397595 -4.914335 -0.896929 0.147 -0.930 0.064
C 4.346681 -6.260858 -0.736827 -0.321 -0.440 0.147
O 3.378659 -6.901961 -0.358713 1.409 0.999 -0.557
O 5.559262 -6.770428 -1.070113 -0.933 0.672 0.230
C 5.653486 -8.188413 -0.948783 0.070 -0.580 0.038
H 3.336724 -3.169301 -0.743989 0.189 -0.351 -0.147
H 2.372052 -4.574305 -1.236378 0.105 -0.048 0.246
H 2.918089 -4.391957 0.471372 -0.067 -0.094 -0.234
H 4.942422 -8.681308 -1.619665 0.020 0.103 0.253
H 5.488561 -8.498889 0.088019 -0.136 0.050 -0.231
H 6.664438 -8.486211 -1.240235 -0.157 0.365 0.011

3.
16
Properties=species:S:1:pos:R:3:forces:R:3 method="wB97M-V/def2-TZVPD" molar_mass_g_mol=90.1 homo_ev=-9.0095 total_energy_ha=-304.99966 gap_ev=10.01 smiles=NCCNCO
N 1.354194 1.629776 -0.979602 0.824 -0.768 -0.386
C 0.174629 0.825860 -1.292509 0.137 0.130 1.524
C 0.140199 -0.594458 -0.580085 -1.104 1.518 -1.936
N -1.104973 -0.653196 0.238132 2.757 -0.375 0.458
C -0.771946 -1.128756 1.546545 -1.243 -0.629 1.860
O 0.032241 -0.186422 2.321779 -1.212 0.007 -1.283
H 1.476797 1.950898 -0.033235 -0.351 -0.002 0.040
H 1.574206 2.363458 -1.631788 -0.199 0.021 -0.019
H 0.152922 0.633504 -2.353689 -0.143 0.415 -0.371
H -0.710238 1.379672 -0.919734 -0.050 -0.598 -0.685
H 0.159901 -1.331712 -1.383779 -0.319 -0.232 0.044
H 1.080016 -0.768601 -0.075201 -0.094 0.108 0.846
H -1.868399 -1.170180 -0.166473 0.115 -0.123 -0.147
H -1.784288 -1.364646 1.967717 0.910 0.548 0.563
H -0.166117 -2.026560 1.718215 -0.157 -0.429 -1.049
H 0.260859 0.441366 1.623709 0.128 0.407 0.541

4.
34
Properties=species:S:1:pos:R:3:forces:R:3 method="wB97M-V/def2-TZVPD" molar_mass_g_mol=329.5 homo_ev=-10.2459 total_energy_ha=-1170.18064 gap_ev=10.16
Xe -10.545910 18.721930 6.649400 0.061 0.136 -0.168
O -11.016510 21.389240 9.256680 0.068 -0.019 0.243
H -10.464110 21.455100 8.477740 0.510 0.147 -0.141
H -11.868930 21.109020 8.923390 -0.541 -0.037 0.019
O -10.900470 15.938910 8.715680 0.005 -0.296 0.375
H -10.231130 15.819680 8.041880 0.404 0.029 -0.147
H -11.475100 16.619560 8.365340 -0.382 0.125 -0.027
O -13.413900 17.375930 8.161940 0.191 0.201 0.101
H -13.838000 17.503570 9.010520 -0.122 -0.344 0.406
H -14.138270 17.277340 7.544040 -0.157 -0.073 -0.349
O -7.150280 19.047410 8.864930 0.043 0.291 -0.142
H -7.420310 18.291140 9.385860 -0.213 -0.151 0.216
H -6.855960 18.673870 8.034220 0.212 -0.234 -0.267
O -9.290610 15.308660 6.320230 0.092 0.238 0.008
H -8.656030 14.593230 6.361550 0.294 -0.244 0.080
H -10.138580 14.872730 6.235740 -0.413 -0.149 -0.187
O -7.784490 16.797800 4.248120 0.404 -0.381 -0.125
H -8.396970 16.283590 4.774130 -0.240 -0.234 0.324
H -8.294890 17.552680 3.955060 -0.047 0.430 0.058
O -9.348450 21.691610 4.532050 -0.369 0.421 -0.157
H -8.944520 20.958660 4.067450 0.292 -0.206 -0.070
H -9.254190 21.469780 5.458410 0.153 0.090 0.487
O -8.409940 21.424060 7.689800 -0.406 0.257 -0.539
H -8.121390 20.522040 7.828830 0.098 -0.435 0.456
H -7.643230 21.956610 7.901400 0.107 0.207 0.081
O -12.665200 16.865350 3.968530 0.009 -0.190 0.167
H -12.495210 17.794970 4.120630 0.039 0.287 0.140
H -12.661140 16.773380 3.015760 -0.046 -0.094 -0.256
O -8.569320 19.287110 3.350010 -0.061 -0.061 0.030
H -7.987720 19.138180 2.604490 0.365 0.033 -0.281
H -9.451000 19.229360 2.981850 -0.414 0.049 -0.140
O -13.698460 20.251610 8.609180 -0.021 0.339 -0.059
H -14.504810 20.253530 9.124950 -0.186 0.231 0.167
H -13.405640 19.340430 8.624990 0.272 -0.363 -0.307

5.
35
Properties=species:S:1:pos:R:3:forces:R:3 method="wB97M-V/def2-TZVPD" molar_mass_g_mol=523.9 homo_ev=-10.7999 total_charge=+1 total_energy_ha=-3252.30301 gap_ev=6.82
Zr -0.618215 0.138857 0.544919 -0.876 0.172 0.943
O 2.850821 1.017503 -1.362177 0.028 0.220 -0.043
C 1.750161 1.173663 -0.921870 -0.001 -0.043 -0.031
O 0.856445 0.186654 -0.802939 0.193 0.129 -0.165
C 1.212877 2.485287 -0.390243 0.105 -0.190 0.007
C 1.930674 3.658768 -0.462059 -0.028 -0.007 -0.097
C 1.345185 4.808297 0.050484 0.026 0.016 0.001
C 0.085641 4.729234 0.623008 -0.027 -0.005 0.002
C -0.547587 3.500710 0.695393 -0.007 0.005 0.008
N 0.009569 2.394132 0.197542 0.242 -0.087 -0.134
H 2.912659 3.648044 -0.913686 -0.014 0.026 -0.015
H 1.865355 5.755675 0.007596 0.011 -0.009 -0.008
H -0.401509 5.605232 1.026114 -0.005 -0.003 0.002
H -1.514086 3.381268 1.165988 0.000 0.004 0.004
S -4.530773 -3.296606 4.213131 0.034 0.031 -0.024
C -3.744793 -2.102772 3.456799 -0.013 0.025 -0.007
S -2.304984 -1.334971 4.081342 0.030 -0.063 -0.039
C -2.075209 -0.168435 2.796783 -0.206 -0.030 -0.494
C -2.999396 -0.215282 1.772446 0.447 -0.033 0.342
S -2.976919 0.687932 0.271413 0.065 0.130 -0.123
S -4.245589 -1.430922 1.923175 0.038 -0.071 0.023
S -0.637662 0.839592 2.873509 -0.115 -0.053 -0.076
C 2.500206 -2.511900 -0.658615 -0.040 -0.021 -0.024
N 1.269573 -2.707913 -1.422147 0.022 0.007 0.086
C 1.203662 -2.919710 -2.783141 -0.053 -0.008 -0.062
C -0.102519 -3.001360 -3.119374 0.087 0.014 0.010
N -0.809499 -2.822408 -1.951300 -0.070 -0.004 0.068
C 0.031774 -2.640176 -0.919486 0.144 -0.093 0.026
S -0.415290 -2.420862 0.740566 -0.065 0.002 -0.151
H 3.322159 -2.925367 -1.234904 0.015 0.000 0.015
H 2.417762 -3.031795 0.291706 -0.002 -0.008 0.001
H 2.659569 -1.447765 -0.496765 0.038 -0.055 -0.036
H 2.090051 -2.995266 -3.386612 -0.004 0.000 -0.003
H -0.579346 -3.172034 -4.066771 -0.007 0.001 0.001
H -1.810782 -2.865289 -1.839819 0.007 0.002 -0.009

Across the entries above, E_LUMO takes the values 0.1, -5.7, 1.0, -0.1, -4.0 eV, respectively.